Entry 1:
Density functional theory data (ωB97M-V/def2-TZVPD) for C24H36ClF19NNbO12P as an isolated structure in a non-equilibrium geometry.

```
! RIJCOSX wB97M-V def2-TZVPD def2/J DEFGRID3
* xyz -1 1
N 2.119 1.654 2.457
P 1.546 3.135 2.115
Nb -1.011 2.933 2.240
F -0.796 0.827 2.348
Cl -3.500 2.658 2.151
H 2.756 1.702 3.281
H 1.858 3.627 0.808
H 2.083 4.113 3.069
H -1.021 2.925 0.407
H -1.242 4.747 2.145
H -0.995 3.060 4.077
C 2.700 -2.551 2.359
C 3.982 -1.743 2.275
O 4.928 -2.195 3.256
C 5.663 -3.303 2.921
O 5.545 -3.906 1.857
C 6.660 -3.642 4.028
F 6.105 -3.583 5.273
F 7.719 -2.783 4.044
F 7.186 -4.893 3.908
H 2.295 -2.526 3.376
H 1.949 -2.158 1.668
H 2.880 -3.603 2.114
H 3.768 -0.693 2.500
H 4.415 -1.774 1.269
C -2.485 -2.110 -3.223
C -1.785 -1.058 -4.062
O -1.549 0.129 -3.290
C -0.444 0.112 -2.478
O 0.321 -0.844 -2.384
C -0.287 1.449 -1.756
F -1.463 1.913 -1.242
F 0.176 2.428 -2.585
F 0.585 1.392 -0.710
H -3.403 -1.705 -2.785
H -2.738 -2.984 -3.830
H -1.854 -2.436 -2.391
H -2.429 -0.769 -4.900
H -0.851 -1.438 -4.492
C -6.299 2.027 4.049
C -6.607 3.513 4.043
O -7.741 3.797 4.876
C -7.491 3.905 6.220
O -6.378 3.769 6.722
C -8.770 4.257 6.978
F -9.842 3.516 6.576
F -9.124 5.562 6.806
F -8.663 4.065 8.323
H -7.185 1.449 3.765
H -5.487 1.796 3.354
H -6.006 1.689 5.048
H -6.873 3.827 3.027
H -5.739 4.108 4.346
C -4.416 5.524 -2.634
C -5.771 4.850 -2.743
O -6.354 4.676 -1.442
C -6.995 5.769 -0.917
O -7.083 6.851 -1.491
C -7.608 5.431 0.441
F -6.757 4.730 1.245
F -8.731 4.666 0.321
F -7.974 6.535 1.152
H -3.764 4.970 -1.952
H -3.935 5.586 -3.614
H -4.511 6.537 -2.231
H -5.649 3.849 -3.172
H -6.447 5.403 -3.404
C 7.465 -7.498 3.115
C 7.041 -7.394 1.661
O 8.058 -7.928 0.799
C 8.066 -9.291 0.648
O 7.271 -10.046 1.203
C 9.161 -9.717 -0.329
F 10.347 -9.082 -0.101
F 8.828 -9.443 -1.623
F 9.432 -11.051 -0.279
H 8.438 -7.021 3.267
H 6.729 -7.021 3.768
H 7.572 -8.544 3.420
H 6.918 -6.340 1.391
H 6.078 -7.886 1.483
C 4.021 0.337 -6.936
C 2.983 0.976 -6.032
O 1.832 1.378 -6.790
C 0.916 0.394 -7.064
O 1.038 -0.774 -6.703
C -0.275 0.968 -7.829
F 0.100 1.804 -8.840
F -1.101 1.694 -7.022
F -1.053 0.008 -8.404
H 4.276 1.006 -7.764
H 4.931 0.102 -6.376
H 3.640 -0.588 -7.381
H 3.400 1.884 -5.583
H 2.698 0.311 -5.209
*
```

Output
F_max (eV Å⁻¹): 6.32
M (g/mol): 1050.84
Kohn-Sham gap (eV): 6.4
Lowest unoccupied orbital energy (eV): 1.43
HOMO level (eV): -5.01


Entry 2:
Density functional theory data (ωB97M-V/def2-TZVPD) for a 2-piece molecular cluster, C4H7NO3S overall in a non-equilibrium geometry.

```
! RIJCOSX wB97M-V def2-TZVPD def2/J DEFGRID3
* xyz 0 1
C 0.538 -1.026 -0.652
C 0.140 2.204 -0.287
C -0.019 -2.392 -0.950
C -1.845 1.734 1.075
N -0.851 2.442 0.335
O 1.099 2.346 -0.920
O 0.493 -0.642 0.873
O 2.841 0.127 0.047
S 1.934 -1.149 0.445
H 0.389 -2.853 -1.962
H 0.283 -3.279 -0.276
H -1.048 -2.430 -1.037
H -1.737 1.756 2.230
H -2.798 2.117 0.948
H -1.832 0.634 0.908
H 2.415 0.412 -0.779
*
```

Output
F_max (eV Å⁻¹): 4.41
M (g/mol): 149.17
Kohn-Sham gap (eV): 9.1
Lowest unoccupied orbital energy (eV): 0.35
HOMO level (eV): -8.71
Energy above the lowest of the compared OMol25 structures with the same formula, charge and spin (eV): 4.124


Entry 3:
Density functional theory data (ωB97M-V/def2-TZVPD) for a 2-piece molecular cluster, C3H9NO3 overall in a non-equilibrium geometry.

```
! RIJCOSX wB97M-V def2-TZVPD def2/J DEFGRID3
* xyz 1 2
O 2.208 0.695 -0.580
C 1.292 -0.090 -0.273
N 0.477 -0.485 -1.242
C -0.906 -0.965 -1.075
O -1.766 -0.057 -1.615
C 1.260 -0.641 1.115
H 0.728 -0.245 -2.194
H -1.100 -1.190 -0.037
H -0.989 -1.860 -1.670
H -2.117 0.476 -0.897
H 1.146 0.281 1.722
H 2.256 -1.041 1.339
H 0.484 -1.355 1.379
H -2.412 1.178 3.369
H -1.422 2.117 2.791
O -1.662 1.190 2.780
*
```

Output
F_max (eV Å⁻¹): 2.64
M (g/mol): 107.11
Kohn-Sham gap (alpha / beta) (eV): 11.0 / 6.2
Lowest unoccupied orbital energy (alpha / beta) (eV): -4.08 / -8.91
HOMO level (alpha / beta) (eV): -15.09 / -15.09
Energy above the lowest of the compared OMol25 structures with the same formula, charge and spin (eV): 0.518
Expectation value of S²: 0.755


Entry 4:
Density functional theory data (ωB97M-V/def2-TZVPD) for C31H27BCl2F6O2S as an isolated structure in a non-equilibrium geometry.

```
! RIJCOSX wB97M-V def2-TZVPD def2/J DEFGRID3
* xyz 0 1
C -1.793 -3.690 -4.397
C -1.618 -2.576 -3.454
C -2.521 -1.569 -3.160
C -2.062 -0.694 -2.144
C -0.868 -1.101 -1.593
B 0.181 -0.074 -0.523
C -0.752 -0.999 0.451
C -0.269 -2.204 0.962
C -0.871 -2.792 2.061
C -0.281 -4.059 2.605
F -1.189 -4.839 3.261
F 0.287 -4.826 1.630
F 0.722 -3.774 3.509
C -1.971 -2.210 2.687
C -2.423 -0.986 2.198
C -3.490 -0.214 2.914
F -2.990 1.003 3.353
F -4.554 0.085 2.108
F -3.975 -0.845 4.016
C -1.867 -0.415 1.052
O 1.335 -0.726 -1.111
C 2.008 -0.187 -2.232
C 1.274 0.984 -2.973
C 2.315 2.064 -3.235
C 0.738 0.421 -4.266
C 0.051 1.684 -2.305
O -0.426 1.087 -1.141
S -0.233 -2.477 -2.429
H -2.764 -3.528 -4.858
H -1.017 -3.711 -5.163
H -1.792 -4.635 -3.851
H -3.474 -1.490 -3.673
H -2.590 0.184 -1.811
H 0.582 -2.685 0.478
H -2.452 -2.691 3.530
H -2.286 0.504 0.633
H 2.986 0.141 -1.836
H 2.208 -1.016 -2.937
H 1.861 2.896 -3.794
H 2.699 2.456 -2.279
H 3.163 1.658 -3.809
H 0.266 1.230 -4.843
H 1.556 -0.028 -4.845
H -0.007 -0.350 -4.022
H 0.304 2.732 -2.060
H -0.808 1.728 -2.996
Cl -0.785 6.560 1.654
C -0.277 4.937 1.417
C 0.789 4.667 0.538
C 1.153 3.340 0.328
C 0.442 2.287 0.913
C 0.940 0.894 0.624
C 1.481 0.263 1.875
C 2.856 0.036 1.940
C 3.415 -0.532 3.082
C 2.586 -0.849 4.173
Cl 3.236 -1.582 5.573
C 1.222 -0.540 4.154
C 0.690 0.024 3.002
C -0.537 2.580 1.863
C -0.895 3.910 2.125
H 1.331 5.483 0.057
H 1.973 3.092 -0.368
H 1.811 1.089 -0.001
H 3.462 0.264 1.045
H 4.480 -0.702 3.166
H 0.566 -0.716 5.013
H -0.392 0.128 2.907
H -1.095 1.774 2.327
H -1.646 4.122 2.885
*
```

Output
F_max (eV Å⁻¹): 3.29
M (g/mol): 659.33
Kohn-Sham gap (eV): 6.5
Lowest unoccupied orbital energy (eV): -1.82
HOMO level (eV): -8.27
Energy above the lowest of the compared OMol25 structures with the same formula, charge and spin (eV): 3.819


Entry 5:
Density functional theory data (ωB97M-V/def2-TZVPD) for a 9-piece molecular cluster, C28H62N11O10 overall in a non-equilibrium geometry.

```
! RIJCOSX wB97M-V def2-TZVPD def2/J DEFGRID3
* xyz 1 1
O -0.099 1.694 2.942
N 0.427 1.467 3.928
O -0.129 0.206 4.495
C 0.961 -0.637 4.700
N 1.683 -0.787 3.436
C 1.177 -1.346 2.278
C 2.118 -1.241 1.316
N 3.189 -0.615 1.898
C 2.920 -0.351 3.170
H 1.646 -0.227 5.435
H 0.567 -1.596 5.005
H 0.186 -1.745 2.208
H 2.126 -1.515 0.274
H 4.039 -0.367 1.416
H 3.549 0.155 3.874
C 2.772 -2.028 -2.575
O 2.859 -1.431 -1.497
N 3.186 -3.276 -2.777
C 3.054 -3.916 -4.083
C 3.780 -4.018 -1.680
H 2.330 -1.559 -3.461
H 2.434 -4.805 -4.000
H 4.037 -4.207 -4.455
H 2.594 -3.232 -4.787
H 3.074 -4.113 -0.853
H 4.669 -3.507 -1.309
H 4.054 -5.008 -2.030
C 2.084 6.642 2.014
O 3.111 7.281 1.914
N 2.000 5.311 1.830
C 0.765 4.572 1.968
C 3.200 4.559 1.489
H 1.116 7.106 2.270
H 0.900 3.809 2.729
H 0.501 4.085 1.026
H -0.052 5.230 2.257
H 3.955 4.695 2.265
H 3.624 4.906 0.548
H 2.949 3.510 1.394
C 3.051 2.425 -1.690
O 3.254 2.142 -0.521
N 2.105 1.863 -2.453
C 1.908 2.243 -3.839
C 1.250 0.839 -1.869
H 3.645 3.186 -2.220
H 0.900 2.633 -3.991
H 2.051 1.383 -4.495
H 2.625 3.013 -4.112
H 0.700 1.246 -1.019
H 1.843 -0.007 -1.518
H 0.545 0.494 -2.621
C 0.036 -1.536 -5.978
O 0.531 -1.486 -4.862
N -0.570 -2.615 -6.489
C -1.129 -2.624 -7.825
C -0.660 -3.814 -5.667
H 0.057 -0.679 -6.669
H -2.200 -2.827 -7.793
H -0.648 -3.390 -8.437
H -0.972 -1.655 -8.295
H -1.217 -3.599 -4.754
H 0.339 -4.144 -5.400
H -1.165 -4.597 -6.225
C -2.173 3.623 3.677
O -2.001 4.354 2.717
N -2.255 4.029 4.949
C -2.443 3.091 6.045
C -2.144 5.452 5.236
H -2.277 2.527 3.569
H -3.355 3.308 6.596
H -1.598 3.154 6.734
H -2.510 2.078 5.660
H -2.932 6.006 4.726
H -1.185 5.838 4.888
H -2.229 5.604 6.308
C -6.707 5.136 0.372
O -7.915 5.257 0.336
N -6.065 4.135 1.002
C -4.617 4.024 1.023
C -6.865 3.133 1.683
H -6.023 5.849 -0.118
H -4.307 3.085 0.555
H -4.249 4.050 2.040
H -4.173 4.850 0.474
H -7.533 2.632 0.982
H -7.481 3.594 2.456
H -6.202 2.401 2.138
C -3.819 0.000 8.119
O -3.599 1.193 8.047
N -2.934 -0.928 7.707
C -3.178 -2.353 7.798
C -1.697 -0.424 7.139
H -4.758 -0.420 8.514
H -2.423 -2.837 8.420
H -3.162 -2.813 6.808
H -4.155 -2.526 8.243
H -1.165 0.186 7.871
H -1.913 0.198 6.275
H -1.072 -1.262 6.841
C 2.005 -5.878 -7.426
O 2.096 -5.290 -6.359
N 2.404 -7.138 -7.632
C 2.274 -7.791 -8.921
C 2.989 -7.871 -6.520
H 1.577 -5.404 -8.325
H 1.644 -8.678 -8.840
H 3.252 -8.092 -9.299
H 1.821 -7.105 -9.633
H 2.280 -7.944 -5.696
H 3.880 -7.360 -6.154
H 3.257 -8.869 -6.855
*
```

Output
F_max (eV Å⁻¹): 1.22
M (g/mol): 712.87
Kohn-Sham gap (eV): 6.7
Lowest unoccupied orbital energy (eV): -3.53
HOMO level (eV): -10.27
Energy above the lowest of the compared OMol25 structures with the same formula, charge and spin (eV): 0.000


Entry 6:
Density functional theory data (ωB97M-V/def2-TZVPD) for C18H52N5O2PSi2 as an isolated structure.

```
! RIJCOSX wB97M-V def2-TZVPD def2/J DEFGRID3
* xyz 0 1
C 2.699 1.046 -0.240
C 2.928 2.148 -1.268
C 3.822 1.686 -2.405
N 4.233 2.776 -3.305
Si 3.624 2.747 -4.912
N 4.329 4.064 -5.791
C 1.770 2.963 -4.784
O 1.062 2.422 -5.889
C 0.146 1.389 -5.589
C -0.944 1.351 -6.648
O 3.989 1.296 -5.632
Si 3.882 0.956 -7.234
P 4.721 -1.139 -7.352
N 6.110 -1.319 -6.628
H 2.069 0.274 -0.681
H 3.640 0.561 0.017
H 2.225 1.432 0.656
H 3.360 3.033 -0.803
H 1.956 2.441 -1.666
H 4.704 1.216 -1.972
H 3.309 0.890 -2.953
H 5.237 2.882 -3.299
H 5.043 3.813 -6.461
H 4.752 4.720 -5.149
H 1.419 2.548 -3.836
H 1.581 4.038 -4.734
H -0.284 1.569 -4.602
H 0.676 0.432 -5.551
H -1.088 0.351 -7.042
H -0.655 2.011 -7.462
H -1.889 1.709 -6.251
H 2.494 0.986 -7.728
H 4.752 1.865 -8.008
H 3.717 -1.937 -6.776
H 4.686 -1.555 -8.698
H 6.475 -0.445 -6.273
C -0.659 1.203 1.667
C -0.027 1.023 3.038
N -0.443 2.029 3.997
C 0.351 2.026 5.210
C 0.291 0.787 6.114
C -1.878 2.171 4.172
C -2.674 0.930 4.601
H -0.470 2.206 1.282
H -0.230 0.482 0.970
H -1.736 1.037 1.684
H 1.059 1.107 2.939
H -0.223 -0.006 3.381
H 0.073 2.908 5.794
H 1.392 2.184 4.911
H -0.644 0.729 6.670
H 1.101 0.827 6.845
H 0.408 -0.136 5.546
H -2.296 2.535 3.231
H -2.044 2.979 4.889
H -2.371 0.040 4.047
H -3.737 1.085 4.409
H -2.566 0.720 5.665
C -1.432 -3.066 3.691
C -2.804 -3.347 4.282
N -3.892 -3.033 3.376
C -5.193 -3.023 4.018
C -5.733 -4.342 4.586
C -3.825 -3.669 2.072
C -3.776 -5.203 2.020
H -1.363 -2.033 3.345
H -0.666 -3.221 4.453
H -1.194 -3.723 2.855
H -2.929 -2.719 5.169
H -2.821 -4.390 4.638
H -5.915 -2.620 3.302
H -5.142 -2.293 4.831
H -6.073 -5.019 3.802
H -6.589 -4.139 5.231
H -4.987 -4.862 5.187
H -2.945 -3.280 1.555
H -4.680 -3.312 1.492
H -3.078 -5.610 2.753
H -3.440 -5.526 1.034
H -4.751 -5.656 2.195
*
```

Output
F_max (eV Å⁻¹): 0.94
M (g/mol): 457.79
Kohn-Sham gap (eV): 8.8
Lowest unoccupied orbital energy (eV): 0.64
HOMO level (eV): -8.12